ORCA calculation (ωB97M-V with the def2-TZVPD basis set) on C16H16N4O in the gas phase in a non-equilibrium geometry.

Computed properties:
ΔE to the lowest compared entry with this formula, charge and spin in eV: 5.994
E in Eh: -913.4185
E_LUMO in eV: -1.29

XYZ file:
```
37
Properties=species:S:1:pos:R:3:forces:R:3:mulliken_charge:R:1
C 1.7189 2.4157 -2.5290 -3.6 -2.1 2.1 -0.99
H -1.8631 0.7340 -0.0468 1.4 -0.5 -0.5 0.19
C -0.2731 3.7400 -2.2259 -2.5 1.2 0.2 -0.56
C 1.9320 4.7570 -2.8180 2.5 -0.1 -0.9 0.78
C -0.0407 -0.6354 0.0546 -1.2 1.2 0.1 0.13
H -3.1076 -3.0457 2.2893 -2.6 -0.3 0.7 0.27
H 1.0119 -0.5755 -0.1731 0.2 -0.4 -0.1 0.37
N 3.2972 4.5572 -3.1787 -2.6 0.7 0.0 -0.57
H -0.0728 -6.0140 4.2853 -1.3 -0.3 -0.1 0.19
N -1.1124 -5.9881 4.2490 7.1 -0.8 1.1 -0.47
H -3.5926 -4.7650 3.3300 -0.5 0.2 -0.4 0.15
C -1.7360 -4.9731 3.6740 -2.4 -0.4 -1.7 0.56
N -2.9454 -5.3977 3.7713 -2.8 3.0 -1.2 -0.78
H 3.8745 5.1010 -2.5795 0.9 0.2 0.2 0.24
C -0.9538 2.6962 -1.6362 1.5 1.9 -0.5 -0.99
H 3.5111 3.5900 -3.2062 0.7 -0.4 0.0 0.21
C -0.2384 1.5171 -1.3129 -3.1 -2.3 2.7 1.14
C -0.8182 0.5132 -0.4239 0.7 0.5 -0.5 -0.81
H -1.9188 2.9147 -1.2524 -0.9 -0.3 0.1 0.39
H -1.6417 -6.8358 4.1713 0.4 -0.2 0.4 0.26
H -0.9000 4.6909 -2.4075 1.3 -1.4 0.3 0.23
H 2.6730 2.1889 -2.8882 1.1 -0.4 -0.4 0.40
C 0.5158 -2.7692 1.2882 1.4 0.7 -1.4 0.25
H 2.2699 6.7607 -2.4918 0.7 0.3 -0.1 0.28
C 0.0735 -3.8317 2.2471 -0.3 0.3 0.0 -0.66
H -2.5848 -1.3581 0.6544 0.2 -0.3 0.7 0.28
C -1.8211 -1.9104 1.2284 0.6 0.8 -0.5 -0.54
N 1.5982 6.0594 -2.6985 -1.9 -0.8 0.8 -0.47
C 1.0904 3.6789 -2.5969 0.9 0.4 -0.6 0.72
C -0.4535 -1.6821 0.8659 0.6 -0.6 -0.2 0.16
C -1.1825 -3.8503 2.7566 -0.4 1.0 -0.4 0.85
H 1.5683 0.4835 -1.7872 -0.2 -0.4 0.0 0.34
H 0.7868 -4.6233 2.4218 0.2 0.1 0.2 0.31
O 1.6621 -2.8042 0.7777 -1.6 -0.2 1.2 -0.69
C -2.1221 -2.8163 2.1549 1.5 -2.0 0.9 -0.76
H 0.7938 6.0852 -2.0834 -0.1 0.8 -0.2 0.23
C 1.0010 1.3926 -1.8836 4.3 0.7 -2.1 -0.66
```
Forces are in eV/Å.